{
  "formula": "C42H64Br2FN3O10",
  "method": "wB97M-V/def2-TZVPD",
  "symbols": ["H", "C", "C", "C", "H", "H", "C", "H", "Br", "H", "H", "H", "F", "H", "C", "H", "C", "H", "C", "O", "C", "H", "H", "C", "C", "C", "H", "H", "H", "H", "C", "H", "H", "C", "C", "H", "C", "H", "H", "O", "H", "H", "H", "O", "C", "C", "H", "C", "C", "H", "C", "C", "H", "H", "O", "H", "H", "H", "C", "O", "C", "C", "C", "C", "C", "H", "C", "C", "C", "H", "H", "O", "Br", "O", "H", "C", "H", "O", "H", "C", "N", "C", "H", "C", "H", "C", "H", "C", "H", "H", "C", "N", "H", "H", "H", "H", "O", "H", "H", "C", "H", "H", "H", "H", "C", "H", "N", "H", "H", "C", "H", "H", "H", "H", "H", "H", "C", "H", "H", "C", "O", "H"],
  "positions_angstrom": [[1.44048, -6.75168, 2.23356], [1.44721, -4.83269, -5.25129], [-2.51406, 6.18957, 0.08777], [-2.27752, -0.78684, -1.71855], [7.62543, -6.80058, 2.68900], [-0.52799, 4.36580, -4.78129], [0.75838, 0.90565, 6.22396], [-2.11335, 6.81529, -0.70819], [-2.77143, -3.64212, -0.58646], [-1.89569, -0.90212, 2.96279], [4.02584, -6.61453, 0.23120], [0.43888, -4.70320, 0.64901], [-2.20802, 1.32147, -0.67730], [-1.99607, 6.64989, 2.78247], [-0.15085, 0.81580, 7.44585], [-3.08113, 9.01699, 4.55799], [-3.99576, 6.68388, 3.09994], [-1.21772, 8.40756, 1.98966], [-0.05225, -0.04280, -3.48696], [4.87665, -6.38725, 2.04467], [-2.14834, 2.05877, 6.99053], [-0.56869, 3.38210, -3.36158], [0.06450, -1.03106, 4.35363], [-0.78662, 2.29289, -5.23279], [0.85746, -6.16371, -5.69539], [-0.63069, -0.20554, 4.53378], [3.21765, -1.60862, -7.93646], [-3.21347, -1.24304, -1.41887], [0.74901, -4.05391, -5.55410], [1.66092, 4.28419, -3.69420], [-4.26714, 6.18001, 1.69807], [-2.90954, 5.27061, -0.35478], [-2.03706, 2.57154, 6.03149], [-1.44689, 9.27935, 2.60867], [-0.48484, -4.15218, -2.22288], [0.58474, -7.19343, -1.06281], [2.05837, -0.76211, -6.53044], [2.11283, 0.35428, -8.35124], [7.34528, -5.69215, 4.02693], [5.88594, -4.43047, 2.46847], [1.37081, 1.80392, 6.33728], [1.50816, -5.74365, -1.27987], [-0.84460, 10.11120, 2.24257], [2.91234, -2.36537, -4.27965], [0.54801, -3.76833, -3.10327], [-0.62572, -5.58665, -1.79659], [1.44441, 0.05248, 6.23280], [-2.21943, 7.01052, 4.75993], [1.68054, 0.29109, -7.36409], [1.26709, -5.78048, -3.34750], [1.50887, -4.78748, -3.68814], [1.44777, -0.82472, -5.27432], [-0.46847, -6.22612, 0.99061], [0.49491, 0.70227, 8.32127], [-1.09672, 9.06121, 3.96319], [-3.28734, 2.76725, 3.08726], [-1.69783, 5.93716, 0.77314], [-4.69883, 6.21073, 3.79187], [0.54035, -6.10861, -0.94835], [-0.38462, 0.89955, -2.81099], [1.67815, -6.31167, 1.26935], [0.67942, -2.42316, -3.47088], [-2.36834, 2.20534, 2.92263], [0.41595, -5.78783, 0.53789], [0.17461, 1.21772, -5.66645], [-2.83478, 2.64633, 7.60134], [-0.22070, -1.44355, -3.03039], [1.35516, 3.49410, -4.37559], [0.76779, 1.23869, -6.93226], [-0.67315, -6.16915, -2.71918], [-2.53042, -0.13422, -2.54955], [-0.53429, -6.20715, -5.40301], [0.38366, 2.61915, -8.19271], [-2.51366, 0.94661, 3.55494], [2.89541, -4.94488, 2.38708], [-1.26980, -1.81400, -2.18517], [-1.53898, 2.77692, 3.35256], [-3.53423, 6.92773, 0.73494], [2.59115, -4.42021, 0.69809], [4.17370, -5.79983, 0.93831], [0.12946, 0.98151, 4.90903], [0.52642, 0.13874, -4.84470], [-0.79617, -0.07042, 7.42300], [-2.12292, 8.53282, 4.78179], [-2.50252, 9.53966, 2.49776], [-1.76513, 0.06637, -0.60996], [2.49944, -4.49213, -3.36294], [-0.16743, 3.42354, -4.36774], [1.28615, -6.98025, -5.12115], [6.42033, -7.17297, 3.95443], [5.84051, -5.62443, 2.57486], [-2.63481, 6.36864, 3.51479], [1.82923, 2.55671, -4.10477], [2.05585, -7.13213, 0.65469], [-1.00905, -5.62157, -5.99951], [2.43953, -4.67508, -5.65890], [-1.08773, -0.26510, 0.28711], [-5.32897, 6.32201, 1.47610], [-2.58613, 1.07082, 6.82820], [6.86761, -6.38943, 3.34905], [-1.23074, 6.61583, 5.00654], [4.76106, -5.04343, 0.42875], [-4.18838, 7.76533, 3.10578], [1.06816, -6.34678, -6.75138], [-1.44501, 0.04228, 3.28099], [-1.32809, -0.51337, 5.32587], [2.99659, -1.72147, -6.95707], [-0.48897, 1.78191, 4.89654], [-2.89531, 6.68940, 5.55886], [2.80202, -5.26381, 1.35178], [-1.20536, 2.75004, -6.12086], [-1.55283, -5.77800, -1.27599], [1.69774, 3.80979, -5.36093], [-1.86413, 8.82367, 5.80349], [-1.63417, 1.85752, -4.71092], [-0.81864, 0.39952, 2.46954], [-1.36844, -3.14938, -1.79254], [-2.21485, 2.09210, 1.84705], [3.84279, -1.66976, -6.40644], [1.78774, -1.93038, -4.34636], [-0.91634, 1.98217, 7.68602], [-4.04934, 5.11097, 1.61719]],
  "e_lumo_ev": -1.0756,
  "total_charge": 0,
  "smiles": "CCCc1c(Br)cc(N)c2c1C(=O)c1c(CC(=O)F)c(Br)c(CCCCCCOC(C)=O)c(CCCO)c1C2=O.COCCNCCOC.COCCNCCOC",
  "total_energy_ev": -212338.35130,
  "gap_ev": 7.18
}